[1]
DFT (the ωB97M-V functional and the def2-TZVPD basis) results for a 2-piece molecular cluster, C2H4ClI overall.

Last columns: bonded neighbours and bond lengths (Å).
Positions of all 8 atoms, in Å:
1 C -1.11 0.34 0.47  C2 1.424, H5 1.131, H6 1.178, H7 1.128
2 C 0.26 0.36 0.09  C1 1.424, Cl3 1.588
3 Cl 0.72 1.67 -0.68  C2 1.588
4 I 3.01 -1.14 -0.73  H8 1.591
5 H -1.81 0.17 -0.40  C1 1.131
6 H -1.69 1.34 0.74  C1 1.178
7 H -1.24 -0.50 1.21  C1 1.128
8 H 1.86 -2.24 -0.70  I4 1.591

Values from the calculation:
HOMO: -8.2 eV
ΔE to the lowest compared entry with this formula, charge and spin: 3.8020 eV
orbital gap: 7.83 eV
total charge: 0
lowest unoccupied orbital energy: -0.35 eV

[2]
DFT (the ωB97M-V functional and the def2-TZVPD basis) results for one molecule with the formula C2H4ClN.

Last columns: bonded neighbours and bond lengths (Å).
Positions of all 8 atoms, in Å:
1 C 0.97 -0.92 -0.07  N3 1.225, H5 1.073, H6 1.163
2 C -0.70 0.93 0.10  N3 1.631, Cl4 1.783, H7 1.046, H8 1.110
3 N 0.79 0.29 -0.05  C1 1.225, C2 1.631
4 Cl -1.94 -0.35 0.23  C2 1.783
5 H 2.03 -1.07 -0.13  C1 1.073
6 H 0.23 -1.82 -0.03  C1 1.163
7 H -0.75 1.22 -0.91  C2 1.046
8 H -0.63 1.73 0.86  C2 1.110

Values from the calculation:
HOMO: -9.8 eV
ΔE to the lowest compared entry with this formula, charge and spin: 1.3816 eV
orbital gap: 10.77 eV
total charge: 0
lowest unoccupied orbital energy: 1.01 eV